This record from the Open Molecules 2025 dataset describes C14H36N2O12Y as an isolated structure in a non-equilibrium geometry. The level of theory is wB97M-V/def2-TZVPD.

XYZ file:
```
65
Properties=species:S:1:pos:R:3:lowdin_charge:R:1
Y -0.49 -0.93 2.76 1.455
O 0.08 -0.83 -1.44 0.149
C 0.09 -0.90 -0.13 -0.810
O 0.06 0.16 0.60 -0.162
O 0.10 -1.98 0.43 -0.057
H -0.06 0.12 -1.50 0.076
O 3.97 -1.50 3.07 0.160
C 2.76 -1.88 3.36 -0.881
O 2.43 -2.58 4.35 -0.022
O 1.80 -1.48 2.77 -0.148
H 3.93 -1.13 2.18 0.117
C -4.31 -1.96 -1.43 -0.070
C -4.60 -0.66 -2.19 -0.472
C -3.40 0.11 -2.56 -0.167
O -2.69 -0.30 -3.79 -0.161
C -2.20 -1.59 -3.99 -0.126
N -5.46 -0.98 -3.30 0.048
H -3.87 -2.83 -1.91 0.067
H -5.21 -2.27 -0.90 0.076
H -3.58 -1.91 -0.62 0.062
H -5.25 -0.14 -1.50 0.140
H -2.80 0.20 -1.66 0.112
H -3.89 1.07 -2.63 0.122
H -2.86 -2.43 -3.77 0.073
H -1.34 -1.76 -3.34 0.070
H -1.79 -1.77 -4.98 0.094
H -5.01 -1.40 -4.10 0.070
H -5.71 -0.10 -3.72 0.073
C 2.28 2.00 2.19 -0.029
C 1.38 2.04 3.46 -0.383
C 1.20 3.44 3.98 -0.246
O 0.31 3.39 5.01 -0.168
C 0.06 4.60 5.64 -0.101
N 0.07 1.39 3.20 -0.034
H 2.54 0.97 2.00 0.060
H 3.23 2.53 2.24 0.090
H 1.80 2.40 1.29 0.065
H 1.88 1.50 4.26 0.152
H 0.90 4.12 3.18 0.141
H 2.23 3.71 4.21 0.142
H 0.48 4.65 6.64 0.098
H -1.02 4.71 5.56 0.095
H 0.33 5.55 5.17 0.092
H -0.36 1.75 4.04 0.066
H -0.29 2.11 2.59 0.097
C 1.94 3.30 -2.12 -0.223
C 1.35 1.88 -1.92 -0.220
O 2.16 0.87 -2.54 -0.063
O 3.06 3.51 -1.25 -0.070
H 1.20 4.03 -1.81 0.117
H 2.31 3.53 -3.12 0.119
H 0.38 1.82 -2.42 0.121
H 1.32 1.71 -0.84 0.096
H 2.01 0.90 -3.48 0.095
H 3.51 2.70 -1.50 0.072
C 0.83 -4.26 -2.04 -0.264
C 1.57 -5.11 -0.99 -0.208
O 1.94 -4.35 0.19 -0.076
O 1.51 -3.24 -2.71 -0.059
H 0.03 -3.70 -1.57 0.099
H 0.46 -4.93 -2.81 0.121
H 2.49 -5.51 -1.41 0.113
H 1.08 -6.03 -0.69 0.110
H 1.29 -3.66 0.30 0.025
H 1.83 -2.65 -2.02 0.072
```

Results
E_HOMO (spin up / spin down) in eV: -6.07 / -8.27
LUMO level (spin up / spin down) in eV: -0.21 / -0.56
Multiplicity: 2
Charge: 0
E in a.u.: -1605.64759
Frontier orbital gap (spin up / spin down) in Ha: 0.2156 / 0.2834